# 1
2 unconnected molecules or ions with the total composition C30H53F2N3O7PS in a non-equilibrium geometry. Source: OMol25; level of theory: ωB97M-V with the def2-TZVPD basis set.

Output
- Net charge: +1
- Orbital gap: 8.010 eV
- LUMO energy: -2.91 eV

Geometry as XYZ:
```
97
C30H53F2N3O7PS, DFT ωB97M-V with the def2-TZVPD basis set
C 4.28 -2.63 2.25
O 5.76 -2.68 2.36
C 6.31 -1.31 2.14
C 6.59 -0.97 0.54
C 7.48 0.43 0.38
C 6.64 1.78 0.76
C 5.58 2.29 -0.40
C 4.84 3.74 -0.03
C 4.03 3.66 1.39
C 2.82 2.52 1.20
C 1.79 2.46 2.46
C 0.57 3.53 2.47
C -0.53 3.38 1.21
C -0.33 4.85 0.42
C 1.14 5.07 -0.25
F -1.40 5.15 -0.55
C -2.02 3.52 1.87
N -3.08 2.59 1.32
P -3.99 3.24 -0.09
O -3.28 3.02 -1.48
C -2.61 1.16 1.15
S -2.65 0.42 2.91
C -3.58 0.20 0.25
C -3.22 -1.40 0.28
C -2.71 -1.82 -1.26
C -1.48 -2.94 -1.17
C -0.01 -2.33 -1.58
O 0.87 -3.27 -2.30
C 1.40 -4.32 -1.42
C 1.71 -5.81 -2.11
O 1.71 -4.21 -0.13
C -1.08 0.97 0.61
O -0.43 -0.02 1.52
N -0.28 2.20 0.34
F -0.40 2.43 -0.99
H 3.91 -3.57 1.64
H 3.92 -1.67 1.66
H 3.76 -2.59 3.32
H 5.54 -0.49 2.55
H 7.29 -1.21 2.80
H 7.14 -1.91 0.10
H 5.57 -0.76 0.00
H 8.01 0.46 -0.68
H 8.37 0.30 1.17
H 6.03 1.53 1.75
H 7.45 2.63 0.96
H 4.79 1.42 -0.57
H 6.20 2.35 -1.41
H 4.08 3.92 -0.93
H 5.68 4.56 -0.07
H 4.75 3.23 2.23
H 3.63 4.68 1.80
H 2.32 2.58 0.14
H 3.41 1.48 1.21
H 2.45 2.72 3.42
H 1.49 1.33 2.61
H 1.07 4.62 2.49
H 0.05 3.44 3.53
H -0.43 5.66 1.29
H 1.91 5.30 0.60
H 1.46 4.23 -1.00
H 1.07 6.07 -0.90
H -2.46 4.62 1.72
H -2.05 3.36 3.05
H -3.82 2.53 2.09
H -5.28 2.57 -0.08
H -4.26 4.63 0.23
H -2.08 1.32 3.83
H -3.63 0.50 -0.91
H -4.68 0.31 0.71
H -2.35 -1.71 0.99
H -4.21 -2.03 0.45
H -2.23 -0.90 -1.83
H -3.58 -2.23 -1.93
H -1.71 -3.80 -1.95
H -1.49 -3.42 -0.10
H -0.17 -1.41 -2.32
H 0.61 -1.90 -0.68
H 2.87 -5.86 -2.34
H 1.11 -5.81 -3.13
H 1.43 -6.68 -1.38
H -1.17 0.39 -0.43
H -0.30 -0.90 1.03
C -7.65 -5.63 -4.12
C -8.59 -4.61 -3.94
C -8.33 -3.57 -3.05
C -7.11 -3.55 -2.36
C -6.17 -4.57 -2.53
C -6.45 -5.61 -3.42
N -6.81 -2.44 -1.44
O -7.68 -1.56 -1.30
O -5.71 -2.44 -0.87
H -7.86 -6.44 -4.82
H -9.53 -4.63 -4.49
H -9.07 -2.78 -2.92
H -5.22 -4.57 -2.00
H -5.72 -6.41 -3.57
```

# 2
C3H5NO2 in the gas phase. Source: OMol25; level of theory: ωB97M-V with the def2-TZVPD basis set.

Output
- Energy above the lowest of the compared OMol25 structures with the same formula, charge and spin: 197.9 kJ/mol
- Net charge: 0
- Orbital gap: 9.540 eV
- LUMO energy: 0.95 eV
- SMILES: [H]/N=C/O/C=C/O

Geometry as XYZ:
```
11
C3H5NO2, DFT ωB97M-V with the def2-TZVPD basis set
H 3.15 0.06 0.48
N 2.14 0.02 0.48
C 1.68 0.22 -0.68
O 0.37 0.22 -0.98
C -0.50 -0.10 0.06
C -1.80 0.15 -0.07
O -2.73 -0.24 0.84
H 2.25 0.40 -1.60
H -0.04 -0.55 0.93
H -2.23 0.68 -0.91
H -2.31 -0.86 1.46
```

# 3
7 unconnected molecules or ions with the total composition C28H77N7O7 in a non-equilibrium geometry. Source: OMol25; level of theory: ωB97M-V with the def2-TZVPD basis set.

Output
- Energy above the lowest of the compared OMol25 structures with the same formula, charge and spin: 157.0 kJ/mol
- Net charge: -1
- Multiplicity: 2
- Orbital gap (alpha / beta): 1.833 / 9.242 eV
- LUMO energy (alpha / beta): 2.36 / 2.31 eV
- <S²>: 0.751

Geometry as XYZ:
```
119
C28H77N7O7, DFT ωB97M-V with the def2-TZVPD basis set
C 6.39 1.83 0.51
C 5.12 1.25 -0.08
C 4.87 -0.20 0.49
O 4.91 -0.14 1.92
C 4.44 -1.30 2.62
N 4.01 2.12 0.22
H 6.76 2.76 0.07
H 7.15 1.07 0.33
H 6.38 2.09 1.57
H 5.31 1.11 -1.14
H 5.67 -0.81 0.05
H 3.87 -0.53 0.25
H 5.00 -2.21 2.41
H 3.36 -1.44 2.52
H 4.57 -1.08 3.68
H 4.27 3.09 0.34
H 3.46 1.89 1.04
C -2.02 -3.88 5.15
C -0.53 -4.40 5.46
C 0.36 -3.26 6.05
O -0.07 -2.70 7.29
C 0.52 -1.61 7.93
N -0.67 -5.52 6.39
H -2.55 -3.40 5.98
H -2.58 -4.76 4.83
H -2.13 -3.09 4.41
H -0.10 -4.69 4.50
H 0.46 -2.53 5.24
H 1.39 -3.59 6.11
H 0.44 -1.49 9.01
H -0.06 -0.75 7.59
H 1.54 -1.40 7.60
H -0.59 -5.08 7.30
H 0.26 -5.92 6.36
C 1.63 -0.70 -1.61
C 0.32 -1.47 -1.49
C 0.04 -2.16 -0.11
O -1.16 -2.97 -0.04
C -1.57 -3.66 1.11
N -0.71 -0.48 -1.83
H 1.72 -0.01 -2.45
H 2.37 -1.50 -1.58
H 1.87 -0.14 -0.71
H 0.41 -2.18 -2.31
H 0.03 -1.40 0.68
H 0.89 -2.83 0.01
H -0.91 -4.39 1.60
H -2.43 -4.16 0.67
H -1.93 -2.93 1.84
H -0.67 0.09 -1.00
H -1.59 -0.95 -1.68
C 0.06 3.61 2.14
C -0.09 2.92 0.85
C 0.73 3.75 -0.17
O 0.00 4.94 -0.53
C 0.78 5.77 -1.39
N 0.44 1.57 1.03
H 1.07 3.88 2.46
H -0.48 3.11 2.94
H -0.45 4.57 2.09
H -1.11 2.76 0.49
H 0.64 3.13 -1.07
H 1.76 3.97 0.08
H 1.26 5.19 -2.18
H 1.62 6.31 -0.97
H 0.14 6.44 -1.97
H 1.38 1.67 1.38
H 0.01 1.33 1.90
C -3.62 -1.77 -4.18
C -2.57 -2.61 -4.88
C -1.87 -3.54 -3.78
O -0.83 -4.30 -4.40
C -0.26 -5.14 -3.43
N -3.39 -3.45 -5.80
H -3.28 -1.19 -3.32
H -4.53 -2.31 -3.93
H -4.02 -1.14 -4.97
H -1.88 -2.08 -5.54
H -2.48 -4.25 -3.22
H -1.39 -2.86 -3.08
H -0.97 -5.94 -3.22
H -0.09 -4.58 -2.52
H 0.72 -5.45 -3.79
H -3.91 -4.19 -5.35
H -2.72 -4.03 -6.27
C 0.25 4.15 -7.71
C 1.06 4.87 -6.68
C 0.94 4.23 -5.23
O 1.58 2.98 -5.14
C 1.41 2.28 -3.94
N 2.47 4.85 -7.04
H 0.76 3.19 -7.83
H 0.24 4.71 -8.65
H -0.70 3.95 -7.22
H 0.69 5.89 -6.64
H -0.12 4.04 -5.04
H 1.34 4.94 -4.50
H 1.20 1.22 -4.06
H 0.64 2.61 -3.25
H 2.32 2.42 -3.35
H 2.67 4.82 -8.03
H 2.78 3.91 -6.83
C -3.06 0.46 4.68
C -3.33 1.29 3.39
C -4.44 0.78 2.50
O -4.22 -0.61 2.29
C -4.92 -1.23 1.17
N -3.54 2.65 3.84
H -3.73 0.61 5.52
H -2.08 0.81 5.03
H -2.88 -0.59 4.48
H -2.45 1.34 2.76
H -4.33 1.34 1.57
H -5.40 1.00 2.97
H -5.99 -1.00 1.20
H -4.77 -2.31 1.25
H -4.40 -1.06 0.22
H -4.11 2.59 4.68
H -4.07 3.14 3.13
```

# 4
A molecular structure, CH10NOSn in a non-equilibrium geometry. Source: OMol25; level of theory: ωB97M-V with the def2-TZVPD basis set.

Output
- Energy above the lowest of the compared OMol25 structures with the same formula, charge and spin: 65.5 kJ/mol
- Net charge: +1
- Orbital gap: 7.883 eV
- LUMO energy: -5.99 eV

Geometry as XYZ:
```
14
CH10NOSn, DFT ωB97M-V with the def2-TZVPD basis set
C -2.10 -1.11 -2.09
Sn -0.22 0.16 2.36
N 1.25 0.63 -0.46
H -0.52 -1.56 2.62
H -2.29 -0.25 -1.45
H -2.96 -1.84 -2.10
H -1.17 -1.44 -1.50
H -1.97 -0.75 -3.16
H 2.22 0.46 -0.30
H 1.30 1.63 -0.62
H 1.05 0.22 -1.38
O 1.93 1.24 2.33
H 1.45 2.04 2.71
H 2.04 0.57 3.04
```

# 5
A molecular structure, C7H7IN2S in a non-equilibrium geometry. Source: OMol25; level of theory: ωB97M-V with the def2-TZVPD basis set.

Output
- Energy above the lowest of the compared OMol25 structures with the same formula, charge and spin: 324.9 kJ/mol
- Net charge: 0
- Orbital gap (alpha / beta): 6.340 / 6.327 eV
- LUMO energy (alpha / beta): -1.53 / -1.54 eV

Geometry as XYZ:
```
18
C7H7IN2S, DFT ωB97M-V with the def2-TZVPD basis set
C 1.19 -1.54 0.77
C 0.84 -1.74 -0.58
C 1.28 -0.25 1.31
C 0.56 -0.61 -1.33
C 0.83 0.74 0.51
C 0.17 3.11 -0.14
C -1.31 3.29 0.04
N 0.47 0.53 -0.71
N 0.66 2.92 -1.24
S 1.24 3.28 1.30
I 2.67 2.86 -1.34
H 1.55 -2.31 1.37
H 1.02 -2.58 -1.09
H 1.70 -0.02 2.30
H 0.58 -0.62 -2.35
H -1.65 2.37 0.62
H -2.02 3.32 -0.92
H -1.50 4.22 0.62
```

# 6
2 unconnected molecules or ions with the total composition C23H51FI2NO8P2. Source: OMol25; level of theory: ωB97M-V with the def2-TZVPD basis set.

Output
- Net charge: -1
- Orbital gap: 7.823 eV
- LUMO energy: 2.16 eV

Geometry as XYZ:
```
88
C23H51FI2NO8P2, DFT ωB97M-V with the def2-TZVPD basis set
C -3.19 -0.53 3.66
C -3.31 0.99 3.77
C -4.62 1.51 3.16
C -4.54 1.70 1.63
C -4.38 3.17 1.16
C -3.14 3.43 0.28
C -1.91 3.89 1.08
C -0.57 3.47 0.43
C -0.06 2.11 0.92
C -0.37 0.95 -0.05
C -0.64 -0.35 0.69
C -1.09 -1.59 -0.10
P 0.09 -2.44 -1.34
F 1.16 -3.20 -2.38
C -1.36 -3.48 -2.02
O -0.90 -4.75 -2.54
N -1.86 -5.73 -2.22
O -2.53 -6.00 -3.14
C 0.46 -3.86 -0.04
P 1.55 -5.25 -0.32
O 0.98 -6.46 -0.92
O 2.04 -5.54 1.23
O 2.94 -4.86 -1.02
O 1.37 -1.47 -0.69
C 2.72 -1.81 -0.56
C 3.45 -0.58 0.00
C 3.49 -0.59 1.53
C 3.86 0.76 2.16
C -0.09 -1.06 -2.75
I -2.08 -0.20 -3.09
C 0.42 -1.32 -4.18
C -0.07 -2.55 -4.92
I 2.57 -1.13 -4.34
H -2.15 -0.85 3.75
H -3.77 -1.02 4.45
H -3.57 -0.87 2.70
H -2.48 1.45 3.22
H -3.22 1.31 4.81
H -5.41 0.79 3.40
H -4.87 2.47 3.63
H -5.45 1.28 1.18
H -3.71 1.11 1.23
H -5.27 3.47 0.62
H -4.32 3.83 2.04
H -2.91 2.51 -0.26
H -3.41 4.19 -0.46
H -1.94 4.99 1.12
H -1.97 3.51 2.10
H -0.69 3.45 -0.65
H 0.17 4.25 0.63
H -0.46 1.89 1.92
H 1.03 2.18 1.00
H 0.49 0.86 -0.71
H -1.25 1.24 -0.63
H -1.47 -0.12 1.38
H 0.19 -0.59 1.35
H -1.22 -2.35 0.68
H -2.10 -1.48 -0.49
H -2.07 -3.68 -1.21
H -1.93 -3.00 -2.82
H 0.84 -3.35 0.85
H -0.46 -4.36 0.27
H 2.75 -6.20 1.19
H 3.65 -4.68 -0.39
H 3.17 -2.13 -1.50
H 2.85 -2.62 0.17
H 2.90 0.30 -0.35
H 4.47 -0.53 -0.41
H 4.20 -1.36 1.85
H 2.51 -0.93 1.89
H 4.25 1.46 1.43
H 4.61 0.63 2.95
H 2.99 1.21 2.65
H 0.46 -0.19 -2.41
H 0.13 -0.46 -4.77
H -1.16 -2.62 -4.85
H 0.38 -3.47 -4.56
H 0.18 -2.45 -5.98
C 2.90 4.69 -1.29
C 3.74 4.73 -0.03
O 4.66 3.64 -0.02
O 2.18 3.48 -1.39
H 2.17 5.51 -1.28
H 3.55 4.82 -2.17
H 3.12 4.60 0.85
H 4.28 5.69 0.04
H 5.33 3.79 -0.70
H 2.76 2.78 -1.09
```

# 7
A molecular structure, C37H44N3OP3Pd in a non-equilibrium geometry. Source: OMol25; level of theory: ωB97M-V with the def2-TZVPD basis set.

Output
- Net charge: +2
- Orbital gap (alpha / beta): 5.753 / 5.712 eV
- LUMO energy (alpha / beta): -7.96 / -7.95 eV

Geometry as XYZ:
```
89
C37H44N3OP3Pd, DFT ωB97M-V with the def2-TZVPD basis set
Pd 0.16 0.34 0.27
C -1.79 -2.87 0.31
P -0.64 -1.76 -0.56
C 0.91 -2.70 -0.45
N 0.80 -3.99 -0.25
C 1.89 -4.75 -0.14
C 1.80 -6.13 0.10
C 2.94 -6.88 0.19
C 4.21 -6.28 0.05
C 4.34 -4.94 -0.17
C 3.19 -4.14 -0.27
N 3.27 -2.81 -0.46
C 2.19 -2.10 -0.54
P 2.36 -0.27 -0.54
C 3.35 0.09 -2.03
C 3.54 0.09 0.88
C 3.45 1.61 1.07
C 3.01 -0.64 2.12
C 4.98 -0.33 0.59
C -1.06 -1.87 -2.41
C -0.42 -0.65 -3.07
C -2.58 -1.81 -2.58
C -0.52 -3.17 -3.00
H -1.69 -3.87 -0.11
H -2.81 -2.51 0.21
H -1.51 -2.89 1.37
H 0.82 -6.58 0.19
H 2.88 -7.94 0.36
H 5.09 -6.91 0.12
H 5.31 -4.47 -0.27
H 4.18 -0.62 -2.08
H 3.74 1.10 -1.96
H 2.75 0.02 -2.93
H 2.39 1.94 1.06
H 3.97 2.15 0.28
H 3.89 1.90 2.03
H 1.96 -0.40 2.32
H 3.60 -0.35 2.99
H 3.11 -1.72 2.00
H 5.41 0.25 -0.22
H 5.03 -1.39 0.35
H 5.58 -0.15 1.48
H -0.85 0.27 -2.67
H -0.60 -0.67 -4.15
H 0.66 -0.64 -2.90
H -3.00 -0.96 -2.04
H -3.06 -2.72 -2.23
H -2.81 -1.68 -3.63
H 0.57 -3.14 -3.11
H -0.95 -3.31 -3.99
H -0.79 -4.03 -2.39
O -1.73 -0.09 2.38
N -0.42 0.32 2.47
C -0.17 1.58 2.42
C -1.15 2.68 2.26
C -1.43 3.51 3.35
C -2.28 4.59 3.20
C -2.86 4.86 1.96
C -2.60 4.04 0.88
C -1.73 2.96 1.02
P -1.36 1.99 -0.48
C -0.53 3.15 -1.59
C 0.46 3.96 -1.04
C 1.22 4.78 -1.85
C 0.98 4.80 -3.22
C -0.01 4.00 -3.77
C -0.75 3.15 -2.97
C -3.05 1.57 -1.03
C -3.81 2.26 -1.97
C -5.12 1.87 -2.20
C -5.69 0.83 -1.49
C -4.94 0.14 -0.54
C -3.62 0.50 -0.33
H -2.34 0.66 2.57
H 0.84 1.86 2.74
H -0.98 3.31 4.31
H -2.49 5.24 4.03
H -3.49 5.73 1.84
H -3.03 4.24 -0.08
H 0.64 3.95 0.03
H 1.99 5.40 -1.43
H 1.56 5.44 -3.86
H -0.21 4.03 -4.83
H -1.48 2.49 -3.41
H -3.40 3.10 -2.50
H -5.71 2.40 -2.93
H -6.72 0.55 -1.67
H -5.38 -0.66 0.02
H -3.02 -0.04 0.39
```

# 8
C4H7N3 in the gas phase in a non-equilibrium geometry. Source: OMol25; level of theory: ωB97M-V with the def2-TZVPD basis set.

Output
- Energy above the lowest of the compared OMol25 structures with the same formula, charge and spin: 271.3 kJ/mol
- Net charge: 0
- Orbital gap: 9.397 eV
- LUMO energy: 1.09 eV
- SMILES: C1=NC12NCCN2

Geometry as XYZ:
```
14
C4H7N3, DFT ωB97M-V with the def2-TZVPD basis set
C -2.33 0.00 0.55
N -2.09 0.06 -0.70
C -0.86 -0.06 0.19
N -0.03 1.08 0.32
C 1.23 0.69 -0.25
C 1.31 -0.78 0.27
N -0.13 -1.29 0.02
H -3.25 -0.07 1.17
H -0.46 1.89 -0.13
H 2.12 1.35 -0.01
H 1.21 0.66 -1.32
H 2.03 -1.22 -0.50
H 1.57 -0.79 1.32
H -0.33 -1.52 -0.95
```